# C5H34NO13

A molecular structure, C5H34NO13 at a distorted geometry (the ωB97M-V functional and the def2-TZVPD basis, the Open Molecules 2025 dataset).

Results
ΔE to the lowest compared entry with this formula, charge and spin   91.45 kcal per mole
Calculated total energy   -1243.763863 a.u.
LUMO energy   2.5615 eV
Total charge   -1

Each line ends with the Löwdin charge.
Geometry (Å):
C (1.8948, 0.0444, -1.8876)  -0.20
O (2.8582, -0.6497, -1.0675)  -0.14
C (0.8931, 0.7257, -1.0267)  -0.38
C (-0.0269, 1.6022, -1.8481)  -0.21
C (-1.2878, 2.1470, -1.3572)  -0.16
C (-0.9741, 2.9580, 0.0312)  -0.16
O (-0.8442, 2.0001, 1.1133)  -0.17
N (0.0922, -0.2419, -0.2859)  0.03
H (1.4421, -0.8915, -2.3941)  0.13
H (2.5135, 0.7366, -2.5474)  0.15
H (1.4724, 1.1975, -0.1958)  0.15
H (0.5931, 2.3809, -2.2943)  0.12
H (-0.3164, 0.9521, -2.7918)  0.15
H (-1.6683, 3.0518, -1.8987)  0.12
H (-2.1124, 1.3827, -1.2813)  0.14
H (-0.1471, 3.6259, -0.0730)  0.10
H (-1.9163, 3.4794, 0.3939)  0.12
H (-0.8693, 1.1247, 0.6610)  0.04
H (-0.8361, -0.3198, -0.6211)  0.05
H (0.6308, -1.1069, -0.2207)  0.07
H (-0.5843, -2.0719, -1.1086)  -0.01
H (-0.5921, -2.0307, -2.7428)  0.03
O (-1.0862, -1.9538, -1.9149)  -0.07
H (0.7343, 1.3413, 2.2965)  0.00
H (0.9262, 2.2673, 3.5414)  0.03
O (1.3605, 1.5994, 2.9885)  -0.07
H (2.9046, 0.2002, 1.5856)  -0.02
H (3.2883, -0.8252, 0.5193)  -0.01
O (3.2849, -0.6625, 1.4851)  -0.08
H (-2.2405, -0.6268, 3.7473)  -0.02
H (-3.2001, 0.3553, 4.5189)  0.02
O (-2.8502, -0.5500, 4.4754)  -0.07
H (0.4712, -3.7974, 0.2766)  0.01
H (1.3409, -3.9215, 1.4937)  0.01
O (0.4161, -3.8808, 1.2776)  -0.11
H (1.4184, -2.9479, -2.2556)  -0.02
H (0.4651, -3.9338, -3.1489)  -0.02
O (1.1959, -3.3478, -3.3415)  -0.26
H (-0.6836, -1.1937, 1.5428)  0.04
H (-1.9420, -1.7578, 1.7674)  0.08
O (-1.5488, -0.8716, 1.8280)  -0.05
H (2.0855, -3.6186, -1.2355)  0.01
H (2.6724, -1.6439, -1.0882)  0.08
O (1.4401, -2.9792, -0.9559)  -0.31
H (-2.4278, 2.1273, 2.0288)  -0.01
H (-3.0857, 0.8819, 2.2346)  0.02
O (-3.2992, 1.8265, 2.3320)  -0.07
H (-1.6607, 1.5401, 3.8319)  0.00
H (-2.2843, 2.7189, 4.5803)  0.03
O (-1.5928, 2.0625, 4.6433)  -0.06
H (1.2882, 0.3091, -4.4815)  0.00
H (0.8096, 0.4794, -5.8193)  0.03
O (1.5849, 0.7061, -5.3103)  -0.06

---

# C5H9N3

C5H9N3 in the gas phase at a distorted geometry (the ωB97M-V functional and the def2-TZVPD basis, the Open Molecules 2025 dataset).

Results
ΔE to the lowest compared entry with this formula, charge and spin   159.26 kcal per mole
Calculated total energy   -359.943474 a.u.
LUMO energy   0.7483 eV
Total charge   0

Each line ends with the Löwdin charge.
Geometry (Å):
C (-2.2322, 0.7668, -0.3042)  -0.07
C (0.1965, -1.6702, -0.3216)  -0.24
C (2.4530, -0.5309, 0.1208)  -0.28
C (1.9606, 0.7545, -0.1651)  -0.17
C (1.4056, 1.9356, -0.0935)  0.10
H (-1.9031, 0.9726, -1.3790)  0.07
H (-3.2781, 1.0717, -0.1911)  0.03
H (-1.6450, 1.6226, 0.4651)  0.12
H (-2.4876, -0.7763, 0.8568)  0.03
H (-0.2764, -0.0835, 1.0021)  0.14
H (-0.2404, -2.2429, -1.1033)  0.11
H (2.4095, -0.6009, 1.3024)  0.15
H (3.4952, -0.7204, -0.4378)  0.15
H (1.2400, 2.9651, 0.0610)  0.00
N (-1.9965, -0.8689, 0.0485)  -0.02
N (-0.6301, -0.8820, 0.4057)  -0.09
N (1.5290, -1.7129, -0.2667)  -0.02

---

# C8H13N2O2

2 unconnected molecules or ions with the total composition C8H13N2O2 at a distorted geometry (the ωB97M-V functional and the def2-TZVPD basis, the Open Molecules 2025 dataset).

Results
ΔE to the lowest compared entry with this formula, charge and spin   141.38 kcal per mole
Calculated total energy   -572.190820 a.u.
LUMO energy (alpha / beta)   -3.1465 / -3.1435 eV
Total charge   +1

Each line ends with the Löwdin charge.
Geometry (Å):
C (-0.6851, -1.9833, 2.8447)  0.03
C (-0.7063, -0.6225, 2.7458)  -0.28
C (-0.0007, -1.3849, 0.7938)  -0.03
C (1.5278, 1.2178, -1.3179)  -0.08
C (-0.4412, 0.8233, -1.9769)  -0.09
C (0.8813, 0.9162, -2.6314)  -0.26
C (-0.9948, 0.3544, 3.8255)  0.00
C (0.8430, -0.2470, -4.7577)  0.05
N (-0.3548, -0.2999, 1.4586)  0.16
N (-0.2653, -2.4648, 1.5831)  0.14
O (0.2202, 1.1909, -0.7446)  -0.18
O (1.3120, 0.3596, -3.6758)  0.00
H (-1.1018, -2.5182, 3.7553)  0.17
H (2.1826, 0.3727, -0.8575)  0.16
H (1.9856, 2.1311, -1.2566)  0.09
H (-1.1728, 1.5359, -2.2740)  0.12
H (-0.9366, -0.1751, -1.7305)  0.13
H (-1.8861, 1.0303, 3.4578)  0.14
H (-1.4862, 0.0493, 4.7024)  0.07
H (-0.0179, 0.8140, 4.0191)  0.10
H (-0.2006, -0.3152, -4.9853)  0.07
H (0.0970, -1.4205, -0.3058)  0.16
H (1.6449, -0.3881, -5.3967)  0.05
H (-0.3380, 0.6370, 1.0738)  0.16
H (-0.2096, -3.3231, 1.1932)  0.12

---

# C71H66CsN3O3P2S6Si

A molecular structure, C71H66CsN3O3P2S6Si at a distorted geometry (the ωB97M-V functional and the def2-TZVPD basis, the Open Molecules 2025 dataset).

Results
ΔE to the lowest compared entry with this formula, charge and spin   21.16 kcal per mole
Calculated total energy   -6516.771255 a.u.
LUMO energy   2.8689 eV
Total charge   -2

Each line ends with the Löwdin charge.
Geometry (Å):
Cs (1.6842, 1.0367, 0.5260)  0.77
O (-0.2302, 0.4082, -1.2369)  -0.87
S (0.6257, 0.3318, -2.4530)  0.93
C (-0.1588, 1.3747, -3.7332)  -0.25
C (0.2034, 1.0830, -5.0239)  -0.06
C (-0.5510, 1.4915, -6.1476)  -0.01
C (-1.7321, 2.1282, -5.9161)  -0.16
C (-2.8291, 2.5768, -6.8531)  -0.11
C (-3.8444, 3.3280, -5.9494)  -0.11
C (-3.2591, 3.2409, -4.5588)  -0.17
C (-3.6617, 3.7731, -3.3708)  -0.01
C (-2.7820, 3.6831, -2.2695)  -0.06
C (-1.5763, 3.0122, -2.2904)  -0.28
P (-0.2793, 3.4035, -1.0095)  1.05
C (0.1677, 5.0801, -1.6069)  -0.35
C (-0.1177, 5.5503, -2.8875)  -0.08
C (0.3883, 6.7688, -3.3226)  -0.10
C (1.1860, 7.5342, -2.4852)  -0.10
C (1.4743, 7.0731, -1.2084)  -0.07
C (0.9761, 5.8555, -0.7728)  -0.12
C (-1.4125, 3.7189, 0.3949)  -0.38
C (-1.7320, 4.9678, 0.9151)  -0.08
C (-2.5835, 5.0749, 2.0087)  -0.09
C (-3.1238, 3.9394, 2.5907)  -0.10
C (-2.8091, 2.6868, 2.0779)  -0.09
C (-1.9551, 2.5794, 0.9936)  -0.10
C (-1.2462, 2.2722, -3.4700)  -0.12
C (-2.0561, 2.5109, -4.5983)  -0.09
C (0.1847, -1.2105, -3.2415)  -0.30
C (1.2053, -1.7003, -4.0147)  -0.11
C (0.9992, -2.6431, -5.0485)  -0.01
C (-0.2866, -2.9919, -5.3228)  -0.15
C (-0.8650, -3.8295, -6.4391)  -0.11
C (-2.3925, -3.8538, -6.1717)  -0.11
C (-2.5778, -3.0117, -4.9328)  -0.17
C (-3.6933, -2.6643, -4.2327)  -0.02
C (-3.5196, -1.9931, -3.0034)  -0.09
C (-2.3020, -1.5904, -2.4870)  -0.26
P (-2.2795, -1.0857, -0.6904)  1.16
C (-3.8420, -1.9266, -0.1263)  -0.38
C (-4.1587, -3.2841, -0.2337)  -0.11
C (-5.3157, -3.7950, 0.3297)  -0.10
C (-6.1788, -2.9568, 1.0294)  -0.10
C (-5.8836, -1.6085, 1.1434)  -0.09
C (-4.7250, -1.0993, 0.5618)  -0.11
C (-1.0661, -2.3222, -0.0291)  -0.33
C (-0.3760, -1.9948, 1.1419)  -0.11
C (0.4788, -2.8985, 1.7594)  -0.09
C (0.6211, -4.1754, 1.2394)  -0.08
C (-0.0512, -4.5190, 0.0731)  -0.09
C (-0.8633, -3.5940, -0.5693)  -0.10
C (-1.1503, -1.7340, -3.3403)  -0.11
C (-1.3307, -2.5410, -4.4793)  -0.09
H (1.0604, 0.4476, -5.1993)  0.11
H (-0.2128, 1.2298, -7.1428)  0.11
H (-3.2920, 1.7146, -7.3390)  0.11
H (-2.4397, 3.2173, -7.6465)  0.11
H (-4.8361, 2.8735, -5.9971)  0.11
H (-3.9575, 4.3695, -6.2571)  0.11
H (-4.5819, 4.3384, -3.2759)  0.11
H (-3.0353, 4.2420, -1.3767)  0.10
H (-0.7259, 4.9711, -3.5712)  0.09
H (0.1653, 7.1089, -4.3277)  0.09
H (1.5976, 8.4750, -2.8312)  0.09
H (2.1183, 7.6424, -0.5487)  0.11
H (1.2342, 5.4819, 0.2143)  0.02
H (-1.3055, 5.8589, 0.4736)  0.10
H (-2.8121, 6.0539, 2.4135)  0.10
H (-3.7689, 4.0209, 3.4573)  0.10
H (-3.1958, 1.7955, 2.5563)  0.06
H (-1.7162, 1.5984, 0.5940)  0.06
H (2.1982, -1.2910, -3.8687)  0.11
H (1.8396, -2.9974, -5.6329)  0.12
H (-0.4368, -4.8332, -6.4494)  0.11
H (-0.6356, -3.3772, -7.4060)  0.11
H (-2.7516, -4.8713, -6.0032)  0.11
H (-2.9578, -3.4533, -7.0152)  0.11
H (-4.6905, -2.9495, -4.5464)  0.11
H (-4.4097, -1.8429, -2.4066)  0.10
H (-3.4850, -3.9490, -0.7599)  0.10
H (-5.5398, -4.8514, 0.2407)  0.10
H (-7.0759, -3.3587, 1.4847)  0.10
H (-6.5479, -0.9464, 1.6853)  0.10
H (-4.4887, -0.0448, 0.6613)  0.09
H (-0.4862, -1.0110, 1.5847)  0.09
H (1.0773, -2.5839, 2.6081)  0.11
H (1.3008, -4.8748, 1.7109)  0.11
H (0.0841, -5.5033, -0.3605)  0.10
H (-1.3477, -3.8674, -1.5008)  0.10
C (5.0297, 1.5570, 4.6237)  -0.18
Si (3.4322, 0.5522, 4.6854)  0.37
C (3.3636, -0.2291, 6.4423)  -0.20
C (1.9936, 1.7634, 4.5948)  -0.20
N (3.3450, -0.5735, 3.4049)  -0.05
C (4.0003, -1.7294, 3.3449)  -0.36
C (4.8621, -2.2899, 4.3405)  -0.06
C (5.4534, -3.5358, 4.2280)  -0.15
C (5.2675, -4.3330, 3.1050)  -0.15
C (4.4886, -3.8095, 2.0718)  -0.06
C (3.9156, -2.5624, 2.1803)  -0.22
O (3.1488, -2.0713, 1.1125)  -0.07
C (3.7084, -2.2027, -0.1248)  -0.30
C (4.9393, -1.6048, -0.3934)  0.02
C (5.4978, -1.7211, -1.6521)  -0.07
C (4.8498, -2.4498, -2.6454)  -0.11
C (3.6227, -3.0313, -2.3727)  -0.11
C (3.0336, -2.8943, -1.1203)  0.00
H (5.1083, 2.2383, 5.4769)  0.02
H (5.0492, 2.1588, 3.7121)  0.02
H (5.9056, 0.9017, 4.6254)  0.02
H (2.7406, 0.3807, 7.1035)  0.01
H (4.3561, -0.2912, 6.8984)  0.01
H (2.9555, -1.2430, 6.4224)  0.01
H (1.5071, 1.8900, 5.5662)  0.02
H (1.2352, 1.4287, 3.8820)  0.00
H (2.3214, 2.7410, 4.2395)  -0.04
H (5.0640, -1.7044, 5.2288)  0.07
H (6.0858, -3.8846, 5.0392)  0.08
H (5.7306, -5.3070, 3.0130)  0.07
H (4.3447, -4.3681, 1.1520)  0.11
H (5.4274, -1.0496, 0.3975)  0.14
H (6.4410, -1.2335, -1.8632)  0.10
H (5.3001, -2.5522, -3.6254)  0.09
H (3.1057, -3.5973, -3.1389)  0.09
H (2.0688, -3.3321, -0.9023)  0.10
O (6.5644, 6.8947, 0.3579)  -0.14
C (5.6635, 6.0761, 0.2954)  -1.09
S (4.5393, 5.7295, 1.6000)  0.89
C (3.5539, 4.4964, 0.7980)  -1.20
C (3.9169, 4.1929, -0.4715)  -1.22
S (3.2735, 3.0248, -1.6005)  0.24
S (5.3069, 5.0841, -1.1076)  0.88
S (2.2472, 3.8736, 1.7870)  0.30
C (-0.1321, -1.3662, 7.0756)  -0.09
C (0.0192, -0.9293, 5.6283)  -0.26
N (-0.9741, -1.5617, 4.7666)  0.02
C (-2.1718, -1.0268, 4.4841)  -0.87
S (-2.7664, 0.3825, 5.1635)  0.60
N (-2.9306, -1.7229, 3.5877)  -0.01
C (-2.8578, -3.1635, 3.4035)  -0.24
C (-3.3865, -3.9451, 4.6000)  -0.08
H (0.6310, -0.8875, 7.6905)  0.06
H (-0.0133, -2.4480, 7.1723)  0.07
H (-1.1158, -1.0847, 7.4537)  0.06
H (1.0017, -1.1889, 5.2329)  0.09
H (-0.0912, 0.1487, 5.5377)  0.07
H (-0.6349, -2.2813, 4.1482)  0.10
H (-3.8481, -1.3186, 3.4839)  0.09
H (-1.8378, -3.4642, 3.1646)  0.09
H (-3.4309, -3.3921, 2.5096)  0.10
H (-2.7924, -3.7392, 5.4919)  0.07
H (-3.3516, -5.0188, 4.4031)  0.07
H (-4.4215, -3.6688, 4.8112)  0.07

---

# C21H29NO4

C21H29NO4 in the gas phase (the ωB97M-V functional and the def2-TZVPD basis, the Open Molecules 2025 dataset).

Results
ΔE to the lowest compared entry with this formula, charge and spin   24.07 kcal per mole
Calculated total energy   -1173.352113 a.u.
LUMO energy   0.2322 eV
Total charge   0

Each line ends with the Löwdin charge.
Geometry (Å):
C (3.3595, 3.2495, 2.0146)  -0.11
C (1.8811, 3.0374, 1.7132)  -0.27
C (1.4492, 3.8130, 0.4716)  -0.20
H (1.6345, 4.8777, 0.6322)  0.12
H (2.0613, 3.5040, -0.3756)  0.09
C (-0.0435, 3.6371, 0.1537)  -0.13
C (-0.5163, 2.2133, 0.0498)  -0.19
C (-1.1590, 1.6395, 1.0968)  0.04
C (-1.7024, 0.3145, 1.0590)  -0.15
C (-2.2115, -0.3241, 2.1515)  0.03
C (-2.6824, -1.6703, 2.1054)  -0.37
O (-2.9276, -2.3486, 3.0898)  0.08
C (-2.9358, -2.2827, 0.7087)  -0.33
C (-2.2216, -1.6268, -0.4737)  -0.31
O (-2.1907, -2.1778, -1.5565)  0.11
C (-1.6479, -0.3043, -0.2372)  -0.06
C (-0.9745, 0.3088, -1.2487)  0.03
N (-0.3652, 1.5081, -1.1302)  -0.01
C (0.5285, 1.9107, -2.1940)  -0.12
H (0.6181, 2.9969, -2.2083)  0.12
H (0.0950, 1.5947, -3.1470)  0.14
C (1.9312, 1.2840, -2.0499)  -0.40
C (1.9134, -0.2242, -2.2786)  -0.06
H (1.5241, -0.4613, -3.2667)  0.09
H (2.9252, -0.6168, -2.2113)  0.08
H (1.3106, -0.7347, -1.5312)  0.07
C (2.8782, 1.9626, -3.0376)  -0.07
H (3.8793, 1.5507, -2.9424)  0.08
H (2.5395, 1.8020, -4.0587)  0.08
H (2.9331, 3.0348, -2.8588)  0.07
H (2.2885, 1.4654, -1.0315)  0.12
H (-0.9193, -0.1799, -2.2103)  0.15
C (-4.4433, -2.2514, 0.4452)  0.04
H (-4.6519, -2.7290, -0.5094)  0.10
H (-4.7920, -1.2213, 0.4245)  0.10
H (-4.9489, -2.7916, 1.2416)  0.10
O (-2.5405, -3.6645, 0.7476)  0.08
C (-1.2251, -3.8410, 0.7683)  -0.47
O (-0.4355, -2.9300, 0.6740)  0.14
C (-0.8681, -5.2980, 0.9286)  -0.13
C (0.5890, -5.5664, 0.5813)  -0.09
H (0.8366, -6.6088, 0.7650)  0.07
H (0.7751, -5.3395, -0.4655)  0.08
H (1.2373, -4.9361, 1.1842)  0.08
H (-1.5450, -5.8849, 0.3063)  0.12
H (-1.0692, -5.5564, 1.9716)  0.13
H (-2.1730, 0.1428, 3.1242)  0.12
H (-1.2696, 2.1980, 2.0132)  0.13
H (-0.6129, 4.1031, 0.9598)  0.12
H (-0.2837, 4.1789, -0.7643)  0.12
H (1.2860, 3.3631, 2.5686)  0.11
H (1.6893, 1.9723, 1.5661)  0.11
H (3.6511, 2.6900, 2.8995)  0.07
H (3.5678, 4.3028, 2.1903)  0.07
H (3.9735, 2.9146, 1.1809)  0.07